[1]
Molecular formula: C9H18N2O7
Method: DFT, wB97M-V/def2-TZVPD

Geometry (Å):
1 C -2.689 1.869 2.167
2 C -1.745 2.393 3.219
3 C -2.444 0.416 1.694
4 C -3.547 -0.259 0.897
5 C 0.334 -1.193 -2.088
6 C 0.285 0.183 -1.329
7 C 1.699 -1.816 -2.304
8 C 2.649 -1.760 -1.087
9 C 3.974 -2.418 -1.551
10 H -3.465 3.132 0.778
11 H -1.971 3.483 1.219
12 H -3.713 1.927 2.665
13 H -2.263 -0.208 2.596
14 H -1.334 0.931 0.217
15 H -4.504 -0.413 1.502
16 H -3.181 -1.288 0.596
17 H -3.798 0.247 0.001
18 H -1.906 0.747 4.175
19 H -1.054 -1.972 -3.260
20 H -0.002 -1.293 -3.965
21 H -0.056 -1.838 -1.338
22 H 1.580 -2.850 -2.675
23 H 2.221 -1.260 -3.120
24 H 2.260 -2.295 -0.313
25 H 2.881 -0.842 -0.791
26 H 5.651 -2.991 -0.711
27 H -0.774 0.828 -2.803
28 N -2.603 2.770 1.035
29 N -0.464 -1.282 -3.275
30 O -1.266 3.482 3.135
31 O -1.268 0.320 0.950
32 O -1.387 1.531 4.164
33 O 0.883 0.235 -0.275
34 O 4.428 -2.434 -2.666
35 O 4.686 -2.912 -0.534
36 O -0.601 1.160 -1.873

Output
* E_HOMO: -0.3543 Ha
* E: -26936.1453 eV
* net charge: 0
* structure (SMILES): C[C@@H](O)[C@H](N)C(=O)O.N[C@@H](CCC(=O)O)C(=O)O
* Kohn-Sham gap: 10.156 eV
* relative energy (zero: lowest compared OMol25 entry of this formula, charge and spin): 67.1 kcal/mol



[2]
Molecular formula: C2H20O9Sr
Method: DFT, wB97M-V/def2-TZVPD

Geometry (Å):
1 Sr -0.804 0.017 0.639
2 O 0.972 -0.148 2.395
3 H 1.844 0.096 2.086
4 H 1.089 -0.329 3.327
5 O -2.493 2.133 0.837
6 H -2.306 3.034 0.571
7 H -3.407 1.994 0.586
8 O -1.202 1.168 -1.735
9 H -1.440 0.556 -2.432
10 H -1.622 1.991 -1.985
11 O 0.678 2.201 0.418
12 H 1.563 2.109 0.771
13 H 0.355 3.021 0.791
14 O -2.148 0.024 2.751
15 H -2.252 -0.646 3.427
16 H -2.901 0.603 2.868
17 O -2.876 -0.904 -0.463
18 H -3.375 -1.519 0.075
19 H -3.231 -1.014 -1.345
20 O -0.457 -2.460 1.050
21 H -0.253 -2.841 1.903
22 H -0.685 -3.210 0.500
23 C 1.855 0.006 -1.845
24 C 3.312 -0.364 -1.575
25 O 3.714 -1.571 -2.162
26 O 0.982 -0.821 -0.965
27 H 1.627 -0.204 -2.889
28 H 1.752 1.081 -1.694
29 H 3.552 -0.425 -0.514
30 H 3.958 0.390 -2.025
31 H 3.158 -2.317 -1.924
32 H 1.041 -1.651 -1.443

Output
* E_HOMO: -0.5811 Ha
* E: -21651.5372 eV
* net charge: +2
* Kohn-Sham gap: 9.633 eV
* relative energy (zero: lowest compared OMol25 entry of this formula, charge and spin): 13.3 kcal/mol



[3]
Molecular formula: C3H5N3
Method: DFT, wB97M-V/def2-TZVPD

Geometry (Å):
1 N 1.833 0.722 -0.423
2 C 0.497 0.462 -0.107
3 N -0.364 1.218 0.576
4 N -1.442 0.368 0.783
5 C -1.221 -0.864 0.294
6 C -0.026 -0.827 -0.360
7 H 2.227 -0.001 -1.012
8 H 2.178 1.639 -0.656
9 H -2.214 0.562 1.411
10 H -1.851 -1.711 0.521
11 H 0.383 -1.566 -1.025

Output
* E_HOMO: -0.3040 Ha
* E: -7661.6513 eV
* net charge: 0
* structure (SMILES): Nc1cc[nH]n1
* Kohn-Sham gap: 9.412 eV
* relative energy (zero: lowest compared OMol25 entry of this formula, charge and spin): 18.5 kcal/mol



[4]
Molecular formula: C3H6ClNO2
Method: DFT, wB97M-V/def2-TZVPD

Geometry (Å):
1 C 1.008 0.768 0.775
2 C -0.929 -0.836 0.560
3 C -0.256 0.346 -0.071
4 N 0.113 -0.075 -1.401
5 O 2.096 0.216 0.301
6 O 1.061 1.433 1.769
7 Cl -1.326 1.826 -0.212
8 H -1.823 -1.199 0.024
9 H -1.281 -0.608 1.662
10 H -0.111 -1.498 0.837
11 H -0.604 -0.723 -1.677
12 H 1.778 -0.322 -0.517
13 H 0.273 0.672 -2.050

Output
* E_HOMO: -0.3765 Ha
* E: -21315.9505 eV
* net charge: 0
* structure (SMILES): C[C@@](N)(Cl)C(=O)O
* Kohn-Sham gap: 10.819 eV
* relative energy (zero: lowest compared OMol25 entry of this formula, charge and spin): 3.9 kcal/mol



[5]
Molecular formula: C21H26NO2
Method: DFT, wB97M-V/def2-TZVPD

Geometry (Å):
1 C -3.411 -1.584 0.498
2 C -2.242 -0.642 0.750
3 C -2.172 0.276 -0.488
4 C -2.610 0.229 1.962
5 C -0.926 -1.437 0.893
6 C 0.298 -0.677 1.204
7 O 0.257 0.497 1.666
8 C 1.577 -1.358 0.897
9 C 2.861 -0.509 0.779
10 C 4.104 -1.389 0.627
11 C 3.101 0.420 1.981
12 C 2.814 0.352 -0.499
13 C 1.580 -2.727 0.681
14 C 0.391 -3.453 0.588
15 C -0.838 -2.800 0.661
16 H -3.511 -2.293 1.326
17 H -4.338 -1.003 0.414
18 H -3.251 -2.115 -0.447
19 H -1.385 1.031 -0.386
20 H -1.993 -0.342 -1.379
21 H -3.136 0.793 -0.604
22 H -1.900 1.052 2.063
23 H -3.609 0.662 1.789
24 H -2.645 -0.372 2.880
25 H 4.033 -1.965 -0.307
26 H 4.988 -0.734 0.572
27 H 4.204 -2.059 1.492
28 H 2.263 1.110 2.110
29 H 3.246 -0.177 2.890
30 H 4.019 1.001 1.800
31 H 2.001 1.086 -0.471
32 H 3.769 0.889 -0.595
33 H 2.697 -0.306 -1.370
34 H 2.520 -3.272 0.535
35 H 0.408 -4.534 0.434
36 H -1.748 -3.369 0.450
37 C -0.608 5.444 7.862
38 C 0.629 4.819 7.628
39 C 0.804 4.002 6.507
40 C -0.257 3.807 5.617
41 N -0.090 2.893 4.544
42 C -0.402 2.928 3.365
43 O -0.645 3.006 2.213
44 C -1.480 4.441 5.829
45 C -1.654 5.253 6.950
46 H -0.760 6.073 8.743
47 H 1.457 4.960 8.320
48 H 1.744 3.495 6.270
49 H -2.275 4.271 5.098
50 H -2.620 5.728 7.099

Output
* E_HOMO: -0.1018 Ha
* E: -27785.2343 eV
* net charge: -1
* Kohn-Sham gap: 5.429 eV



[6]
Molecular formula: C4H8NO2
Method: DFT, wB97M-V/def2-TZVPD

Geometry (Å):
1 O -0.213 0.773 -2.337
2 C -1.036 1.275 -1.515
3 O -1.517 2.441 -1.381
4 C -1.384 0.259 -0.298
5 C -0.146 -0.464 -0.169
6 C 1.030 0.035 0.771
7 N 1.627 -0.919 1.720
8 H -2.201 -0.387 -0.661
9 H -1.561 0.821 0.556
10 H 0.205 -0.526 -1.203
11 H -0.142 -1.520 -0.081
12 H 1.816 0.191 0.009
13 H 0.683 0.974 1.300
14 H 1.981 -1.683 1.095
15 H 0.856 -1.269 2.193

Output
* E_HOMO: -0.1407 Ha
* E: -9862.9589 eV
* net charge: -1
* structure (SMILES): NCCCC(=O)[O-]
* Kohn-Sham gap: 7.939 eV
* relative energy (zero: lowest compared OMol25 entry of this formula, charge and spin): 42.2 kcal/mol



[7]
Molecular formula: C29H54ClInP
Method: DFT, wB97M-V/def2-TZVPD

Geometry (Å):
1 In 1.528 1.067 1.246
2 Cl 2.785 -0.789 2.244
3 P -0.160 0.235 -2.434
4 C -0.859 -0.929 -1.120
5 H 0.089 -1.238 -0.572
6 H -1.455 -0.253 -0.488
7 C 1.640 0.643 -2.511
8 C -0.737 2.048 -2.334
9 C 2.116 0.837 -3.965
10 H 1.714 1.553 -1.929
11 C 3.547 1.395 -4.029
12 H 2.119 -0.153 -4.480
13 H 1.478 1.492 -4.589
14 C 4.507 0.452 -3.265
15 H 3.880 1.481 -5.081
16 H 3.578 2.397 -3.584
17 C 3.998 0.156 -1.826
18 H 4.628 -0.491 -3.826
19 H 5.503 0.928 -3.225
20 C 2.557 -0.385 -1.869
21 H 4.656 -0.605 -1.370
22 H 4.060 1.070 -1.222
23 H 2.519 -1.325 -2.456
24 H 2.269 -0.640 -0.836
25 C -0.663 -0.774 -3.854
26 C -2.273 2.051 -2.469
27 H -0.470 2.394 -1.320
28 C -2.875 3.461 -2.494
29 H -2.568 1.573 -3.425
30 H -2.714 1.480 -1.642
31 C -2.232 4.404 -3.530
32 H -3.937 3.372 -2.704
33 H -2.783 3.901 -1.494
34 C -0.695 4.418 -3.441
35 H -2.521 4.091 -4.543
36 H -2.584 5.422 -3.405
37 C -0.070 3.013 -3.370
38 H -0.290 4.923 -4.306
39 H -0.382 4.999 -2.574
40 H -0.173 2.579 -4.391
41 H 1.011 3.132 -3.195
42 C 0.221 -2.021 -3.931
43 H -1.675 -1.109 -3.526
44 C -0.498 -3.091 -4.764
45 H 1.172 -1.758 -4.397
46 H 0.457 -2.438 -2.944
47 C -0.902 -2.590 -6.156
48 H 0.142 -3.969 -4.873
49 H -1.400 -3.413 -4.230
50 C -1.473 -1.172 -6.158
51 H -0.027 -2.619 -6.801
52 H -1.634 -3.280 -6.600
53 C -0.767 -0.169 -5.230
54 H -1.442 -0.769 -7.191
55 H -2.540 -1.212 -5.890
56 H 0.233 0.045 -5.592
57 H -1.308 0.785 -5.223
58 C -0.663 -3.409 -0.919
59 C -1.634 -2.220 -1.114
60 H -0.135 -3.760 -1.798
61 C -2.600 -2.132 0.107
62 H -2.108 -2.075 -2.076
63 C -1.798 -2.151 1.404
64 H -3.210 -1.221 0.037
65 H -3.350 -2.959 0.141
66 C -0.869 -3.357 1.617
67 H -1.198 -1.219 1.444
68 H -2.478 -2.105 2.248
69 C -0.014 -3.673 0.365
70 H -0.267 -3.246 2.512
71 H -1.450 -4.264 1.820
72 H 0.994 -3.186 0.511
73 H 0.233 -4.742 0.374
74 C 1.721 4.818 3.210
75 C 0.880 3.695 2.605
76 C -0.514 4.195 2.231
77 C 1.607 3.196 1.303
78 H 1.847 5.620 2.470
79 H 2.699 4.463 3.530
80 H 1.224 5.240 4.078
81 H 0.802 2.872 3.324
82 H -0.416 4.967 1.446
83 H -1.159 3.384 1.869
84 H -0.986 4.652 3.101
85 H 1.114 3.521 0.402
86 H 2.664 3.469 1.266

Output
* E_HOMO: -0.0418 Ha
* E: -57931.1370 eV
* net charge: -1
* Kohn-Sham gap: 3.317 eV



[8]
Molecular formula: C31H39Cl2GeN5O2RhSe
Method: DFT, wB97M-V/def2-TZVPD

Geometry (Å):
1 Rh -0.479 -0.609 -0.321
2 C 0.228 -4.474 5.561
3 C -0.046 -4.064 4.121
4 C 1.195 -3.541 3.408
5 C 0.922 -3.129 1.956
6 Ge -0.534 -1.835 1.880
7 C -0.367 -0.140 2.854
8 C -0.696 -0.314 4.351
9 C -2.157 -0.645 4.632
10 C -2.452 -0.700 6.126
11 H -0.682 -4.803 6.061
12 H 0.647 -3.644 6.134
13 H 0.944 -5.296 5.599
14 H -0.828 -3.287 4.116
15 H -0.460 -4.908 3.562
16 H 1.972 -4.310 3.412
17 H 1.606 -2.691 3.961
18 H 0.627 -3.989 1.352
19 H 1.809 -2.683 1.504
20 H -1.965 -2.378 1.765
21 H -1.042 0.612 2.429
22 H 0.658 0.209 2.715
23 H -0.438 0.619 4.861
24 H -0.051 -1.081 4.789
25 H -2.422 -1.607 4.178
26 H -2.795 0.104 4.151
27 H -1.827 -1.445 6.620
28 H -3.493 -0.961 6.314
29 H -2.258 0.264 6.598
30 Cl 4.716 3.199 0.642
31 C 3.461 3.478 -0.424
32 C 2.735 4.688 -0.241
33 C 1.699 4.973 -1.040
34 C 1.310 4.052 -2.140
35 C 2.149 2.813 -2.288
36 Cl 1.659 1.809 -3.566
37 C 3.203 2.503 -1.455
38 N 3.974 1.392 -1.509
39 C 4.143 0.490 -2.608
40 C 4.715 0.955 -3.783
41 C 4.907 0.089 -4.848
42 C 4.551 -1.244 -4.721
43 C 4.009 -1.709 -3.532
44 C 3.792 -0.851 -2.461
45 C 3.239 -1.389 -1.156
46 C 1.837 -0.965 -0.850
47 O 0.842 -1.486 -1.480
48 O 1.521 -0.138 0.063
49 H 3.046 5.348 0.558
50 H 1.114 5.876 -0.912
51 H 1.385 4.607 -3.087
52 H 4.518 1.197 -0.683
53 H 5.020 1.992 -3.856
54 H 5.353 0.451 -5.764
55 H 4.715 -1.930 -5.541
56 H 3.756 -2.757 -3.435
57 H 3.860 -1.116 -0.301
58 H 3.220 -2.478 -1.211
59 C -5.150 -2.231 -2.533
60 N -4.340 -2.542 -1.346
61 C -4.800 -3.621 -0.456
62 C -3.273 -1.874 -1.070
63 N -2.312 -1.273 -0.815
64 H -6.130 -1.872 -2.222
65 H -5.267 -3.134 -3.130
66 H -4.653 -1.470 -3.129
67 H -5.762 -3.352 -0.023
68 H -4.076 -3.778 0.339
69 H -4.905 -4.537 -1.034
70 Se -0.560 2.124 -1.000
71 N -2.224 2.376 -1.483
72 C -2.369 3.440 -2.238
73 C -3.631 3.862 -2.769
74 C -3.659 4.945 -3.578
75 C -2.458 5.659 -3.899
76 C -1.231 5.307 -3.417
77 C -1.165 4.190 -2.562
78 N -0.099 3.661 -1.964
79 H -4.517 3.303 -2.504
80 H -4.593 5.293 -3.996
81 H -2.537 6.519 -4.552
82 H -0.351 5.883 -3.673

Output
* E_HOMO (spin up / spin down): -0.5918 / -0.5919 Ha
* E: -194212.2840 eV
* net charge: +3
* Kohn-Sham gap (spin up / spin down): 5.194 / 5.210 eV



[9]
Molecular formula: C5H7FN2
Method: DFT, wB97M-V/def2-TZVPD

Geometry (Å):
1 C 1.563 0.849 -0.355
2 C 1.591 -0.494 -0.100
3 C 0.384 1.533 -0.434
4 C 0.604 -1.424 -0.162
5 C -1.357 -0.008 -0.034
6 N -0.747 -1.282 -0.369
7 N -1.693 0.335 1.349
8 F -2.299 0.319 -0.949
9 H 2.465 1.374 -0.594
10 H 2.573 -0.839 -0.057
11 H 0.323 2.560 -0.652
12 H 0.868 -2.520 -0.252
13 H -1.324 -1.957 -0.832
14 H -2.070 1.358 1.471
15 H -0.882 0.195 1.971

Output
* E_HOMO (spin up / spin down): -0.2718 / -0.2718 Ha
* E: -10991.7074 eV
* net charge: 0
* Kohn-Sham gap (spin up / spin down): 8.291 / 8.291 eV
* relative energy (zero: lowest compared OMol25 entry of this formula, charge and spin): 106.1 kcal/mol



Going through the records in order, we get M values of 266.25, 275.79, 83.09, 123.54, 324.44, 102.11, 584.00, 839.07, 114.12 g mol⁻¹.